Here is a cluster of 9 separate species, C44H68FNO26SSi in total in a non-equilibrium geometry from the Open Molecules 2025 dataset. Energies are from ωB97M-V/def2-TZVPD.

Structure (XYZ):
```
142
Properties=species:S:1:pos:R:3:forces:R:3:mulliken_charge:R:1
C 4.16453 1.54554 0.16675 -0.68 -1.40 0.60 -0.676
Si 4.60497 1.54019 -1.68460 2.08 3.26 0.51 0.751
C 4.02234 3.26451 -2.38013 -1.11 -0.12 -0.27 -1.229
C 6.54858 1.61904 -1.79049 0.07 0.25 -0.46 -0.992
N 3.85786 0.30055 -2.71833 1.35 -2.37 -1.15 0.483
C 3.13997 -0.80833 -2.03759 -2.54 -1.99 -0.97 -0.753
C 1.63322 -0.86073 -2.68131 0.08 -0.53 0.19 -0.761
C 0.47013 -0.77539 -1.57587 -1.66 0.26 -0.77 0.205
C -0.40163 0.58374 -1.70317 -1.38 3.18 -0.23 0.320
C 0.32188 1.92855 -2.06971 -2.65 -0.28 0.54 0.193
C -0.38905 3.28577 -2.23269 -2.18 -4.07 1.09 -0.645
C -1.93935 3.29487 -2.01745 2.09 -2.63 0.30 -0.241
C -2.70681 1.98325 -1.62602 3.92 0.41 -0.80 -0.635
C -1.93406 0.63964 -1.48732 1.73 2.83 -0.72 -0.059
S 4.91668 -0.31141 -3.93727 3.73 1.02 -2.05 1.023
O 6.06913 -1.10187 -3.40014 -3.80 1.44 -1.08 -0.544
O 5.32316 0.75844 -4.92292 -2.15 -3.08 3.27 -0.616
F 3.99127 -1.42243 -4.85437 1.03 1.97 2.07 -0.292
H 4.31515 2.59211 0.59062 -0.18 -1.41 -0.65 0.416
H 3.08127 1.19386 0.34199 1.49 0.77 -0.04 0.118
H 4.84660 0.81256 0.73471 -1.08 1.20 -0.80 0.001
H 4.88956 3.90831 -2.74540 -1.23 -0.83 0.53 0.360
H 3.26312 3.10250 -3.23748 1.31 0.37 1.15 0.288
H 3.43052 3.78661 -1.54603 0.98 -0.49 -1.18 0.317
H 6.85498 2.51545 -1.13705 -0.49 -1.42 -0.86 0.273
H 7.05343 0.67643 -1.39801 -0.53 1.33 -0.62 0.173
H 6.87752 1.86334 -2.87317 -0.45 -0.60 1.71 0.355
H 2.98864 -0.72129 -0.91692 0.81 0.34 -1.38 0.435
H 3.58864 -1.84575 -2.27075 -0.25 1.75 0.59 0.147
H 1.47519 -1.85598 -3.24345 0.43 1.51 0.87 0.204
H 1.56668 -0.03332 -3.47362 -0.06 -1.18 1.34 0.498
H 0.82718 -0.94498 -0.49783 -0.26 0.51 -1.52 0.222
H -0.27635 -1.63299 -1.78629 1.29 1.50 0.45 -0.036
H 1.45549 1.84109 -2.21031 -1.84 0.39 0.17 -0.297
H 0.22380 4.20765 -2.49572 -1.12 -1.38 0.41 0.351
H -2.45301 4.31136 -2.16561 0.57 -1.93 0.38 0.300
H -3.82793 2.03743 -1.45165 1.73 -0.14 -0.24 0.312
H -2.49563 -0.31491 -1.20014 0.94 1.60 -0.52 0.119
C 8.79142 -2.71870 1.22307 0.34 -0.37 0.11 -0.919
C 8.76785 -1.31405 1.80342 0.30 -0.97 -0.38 0.427
C 7.93066 -1.16318 3.04042 0.02 -0.22 0.59 -0.416
O 7.56260 0.21156 2.99306 -0.02 0.28 -0.53 -0.328
C 7.55964 0.56601 1.67807 -0.28 0.82 -0.33 0.506
O 7.11113 1.59212 1.25315 0.42 -0.73 0.48 -0.481
O 8.13175 -0.40097 0.90860 -0.37 0.70 0.41 -0.278
H 8.46140 -2.73200 0.18227 0.00 0.12 0.14 0.285
H 9.80659 -3.12282 1.25849 -0.08 0.06 -0.11 0.313
H 8.16196 -3.40748 1.79052 -0.09 0.17 -0.16 0.061
H 9.79040 -0.95569 1.96627 -0.13 0.10 0.08 0.276
H 8.48803 -1.38199 3.95293 -0.09 0.18 -0.03 0.317
H 7.01607 -1.76424 3.02657 0.15 -0.09 -0.15 0.272
C -6.31332 -3.18489 -3.68520 -0.37 -0.19 -0.18 -1.275
C -5.15378 -3.75564 -2.88435 -0.77 0.14 -0.64 0.529
C -5.26975 -3.57366 -1.39833 -0.36 -0.30 0.46 -0.665
O -3.90806 -3.57548 -0.98462 0.38 0.21 -0.35 -0.212
C -3.18187 -3.11633 -2.04196 0.94 0.19 -0.12 0.553
O -2.02686 -2.80502 -1.98667 -1.00 -0.30 0.04 -0.683
O -3.94225 -3.05618 -3.16910 0.54 -0.03 0.69 -0.346
H -5.97271 -2.46180 -4.42908 0.08 -0.10 0.13 0.325
H -6.83707 -3.98663 -4.21164 0.06 0.13 -0.01 0.310
H -7.05368 -2.69656 -3.04610 0.16 0.06 0.00 0.346
H -4.99562 -4.80718 -3.14731 0.06 0.07 0.15 0.314
H -5.81971 -4.38489 -0.91831 0.19 0.05 0.06 0.304
H -5.71578 -2.61719 -1.10730 -0.04 -0.03 -0.20 0.376
C -1.77361 0.10189 1.95787 -0.35 -0.14 -0.12 -0.987
C -0.60961 -0.47254 2.74823 -0.95 0.17 -0.69 0.619
C -0.71942 -0.30304 4.23557 -0.36 -0.26 0.41 -0.386
O 0.64504 -0.30671 4.64414 0.41 0.13 -0.28 -0.360
C 1.36705 0.16242 3.58726 0.97 0.35 -0.18 0.497
O 2.52265 0.47377 3.64061 -0.85 -0.30 0.03 -0.554
O 0.60153 0.23116 2.46381 0.64 -0.07 0.73 -0.275
H -1.43959 0.83179 1.21746 0.08 -0.11 0.12 0.238
H -2.29717 -0.69788 1.42821 0.05 0.12 0.00 0.114
H -2.51266 0.58289 2.60387 0.12 0.02 -0.02 0.411
H -0.45096 -1.52211 2.47562 0.07 0.04 0.15 0.242
H -1.26638 -1.11920 4.71098 0.17 0.05 0.04 0.006
H -1.16559 0.65007 4.53619 -0.05 -0.04 -0.21 0.414
C -5.05516 8.35587 -0.92726 -0.01 0.45 -0.01 -1.264
C -4.40930 7.49672 0.14791 -0.50 0.74 -0.55 0.606
C -2.97369 7.14571 -0.10966 0.63 0.30 0.12 -0.612
O -2.82481 5.92139 0.60206 -0.46 -0.20 0.02 -0.289
C -4.05555 5.33834 0.62781 -0.10 -0.78 0.23 0.586
O -4.26186 4.21514 0.97124 0.06 0.52 -0.17 -0.548
O -5.01712 6.20754 0.20539 0.45 -0.58 0.25 -0.338
H -5.94932 7.88433 -1.33822 0.13 -0.01 0.17 0.140
H -5.34762 9.32247 -0.51008 -0.10 -0.12 -0.11 0.357
H -4.36929 8.56751 -1.75211 -0.01 -0.16 0.04 0.402
H -4.53651 7.96422 1.13035 0.12 -0.10 -0.03 0.305
H -2.28340 7.89950 0.27264 0.02 -0.20 0.04 0.304
H -2.75062 6.95818 -1.16507 -0.18 0.10 0.00 0.341
C -10.29629 8.39390 -4.36421 -0.09 -0.33 -0.31 -1.236
C -9.04849 8.70190 -3.55193 -0.67 -0.28 -0.69 0.623
C -9.08076 8.19550 -2.13857 0.08 -0.63 0.27 -0.649
O -8.20542 9.09828 -1.47091 -0.04 0.48 -0.25 -0.324
C -8.25679 10.27041 -2.16508 0.38 1.05 0.27 0.566
O -7.79688 11.30607 -1.77991 -0.31 -0.85 -0.25 -0.537
O -8.90148 10.10799 -3.35375 0.42 0.13 0.69 -0.359
H -10.75028 9.30183 -4.76637 0.15 -0.04 0.11 0.318
H -10.04588 7.74287 -5.20543 -0.07 0.12 0.04 0.304
H -11.05032 7.86527 -3.77525 0.05 0.15 0.04 0.340
H -8.15699 8.34989 -4.08256 0.00 0.02 0.16 0.273
H -8.71598 7.17038 -2.05248 0.08 0.15 0.12 0.325
H -10.06758 8.26481 -1.67005 -0.02 0.02 -0.21 0.376
C -3.50772 -5.05249 4.34438 0.25 -0.34 0.16 -1.292
C -3.82148 -3.67670 4.91077 0.39 -0.91 -0.27 0.650
C -5.17363 -3.55722 5.55347 -0.23 -0.16 0.60 -0.636
O -5.46113 -2.17127 5.40343 0.26 0.19 -0.43 -0.320
C -4.78984 -1.75422 4.29347 -0.18 1.03 -0.53 0.544
O -4.95349 -0.69603 3.75934 0.15 -0.83 0.44 -0.517
O -3.90716 -2.70273 3.87016 -0.41 0.59 0.22 -0.277
H -3.25850 -5.00452 3.28225 -0.05 0.12 0.13 0.311
H -2.65502 -5.48970 4.86974 -0.06 0.03 -0.13 0.323
H -4.34097 -5.74875 4.47004 -0.02 0.14 -0.09 0.357
H -3.02507 -3.35949 5.59316 -0.15 0.06 0.03 0.213
H -5.16232 -3.83652 6.60834 -0.08 0.18 -0.07 0.312
H -5.95464 -4.12731 5.04032 0.19 -0.08 -0.07 0.351
C 5.46864 -4.16008 6.49881 -0.22 0.09 0.39 -1.255
C 4.96144 -4.53949 5.11661 0.07 0.37 0.99 0.498
C 4.97673 -6.01281 4.82643 -0.40 -0.49 0.19 -0.620
O 5.09465 -6.04253 3.40793 0.29 0.48 -0.25 -0.324
C 5.74139 -4.89925 3.04924 0.30 0.17 -0.87 0.515
O 6.18042 -4.68191 1.95593 -0.36 -0.20 0.82 -0.509
O 5.82528 -4.03414 4.09773 0.01 -0.47 -0.74 -0.232
H 6.29871 -3.45283 6.44411 -0.12 -0.08 -0.11 0.304
H 4.66800 -3.69351 7.07780 0.14 0.03 -0.05 0.317
H 5.79817 -5.03217 7.06967 0.08 0.04 -0.14 0.354
H 3.96835 -4.10904 4.94859 0.07 -0.12 -0.10 0.281
H 4.06155 -6.51272 5.14778 0.08 -0.01 -0.20 0.313
H 5.83892 -6.53480 5.25357 -0.01 0.18 0.09 0.343
C 3.80264 -4.76953 -4.07909 0.39 0.24 0.03 -1.268
C 3.06380 -5.43338 -2.92764 0.59 0.61 -0.64 0.626
C 3.26032 -6.91867 -2.83092 0.51 -0.36 0.25 -0.591
O 2.06741 -7.34194 -2.17941 -0.44 0.29 -0.07 -0.326
C 1.10541 -6.43221 -2.50289 -1.06 0.02 0.13 0.581
O -0.06381 -6.57683 -2.28817 0.89 0.04 -0.14 -0.552
O 1.64939 -5.33778 -3.10390 -0.40 -0.67 0.41 -0.330
H 3.12316 -4.21927 -4.73321 -0.01 -0.08 0.16 0.272
H 4.54227 -4.06306 -3.69364 -0.10 0.00 -0.12 0.214
H 4.35198 -5.49386 -4.68624 -0.16 -0.01 0.01 0.442
H 3.31158 -4.93506 -1.98381 -0.05 -0.16 0.01 0.274
H 4.13810 -7.18769 -2.24097 -0.19 -0.07 0.04 0.312
H 3.31578 -7.41761 -3.80371 0.02 0.21 -0.04 0.349
```
Forces are in eV/Å.

* 2S+1: 1
* SMILES string: C[Si](C)(C)N(CCCc1ccccc1)S(=O)(=O)F.C[C@@H]1COC(=O)O1.C[C@@H]1COC(=O)O1.C[C@@H]1COC(=O)O1.C[C@@H]1COC(=O)O1.C[C@@H]1COC(=O)O1.C[C@@H]1COC(=O)O1.C[C@@H]1COC(=O)O1.C[C@@H]1COC(=O)O1
* DFT total energy: -4515.871727 hartree